# 1
145
Properties=species:S:1:pos:R:3 method="wB97M-V/def2-TZVPD" relative_energy_kj_mol=106.4 spin_multiplicity=1 smiles=COC[C@H](C)N.COC[C@H](C)N.COC[C@H](C)N.COC[C@H](C)N.COC[C@H](C)N.CC(C)O.CC(C)O.CC(C)O.CC(C)O.CC(C)O total_charge=0
C 11.8042 22.7443 13.3918
O 11.4224 22.8113 14.7346
C 12.5600 23.0440 15.5801
C 11.9465 23.4330 16.9690
C 13.1194 24.0368 17.7664
N 11.3668 22.2524 17.4825
H 10.9081 22.4040 12.8242
H 12.5046 21.8978 13.1347
H 12.2366 23.7339 13.0405
H 13.2668 22.1725 15.5849
H 13.1607 23.8780 15.2534
H 11.2924 24.2166 16.7247
H 13.8214 23.2597 17.9886
H 12.7683 24.3780 18.7161
H 13.5491 24.8622 17.1650
H 10.9308 22.3280 18.3811
H 10.7141 21.9351 16.8056
C 7.9904 21.5626 14.7167
O 7.5777 21.1288 15.9978
C 7.6678 19.6914 16.1121
C 7.3624 19.1066 17.4688
C 8.3833 19.5515 18.5013
N 7.3902 17.6317 17.3663
H 7.3692 21.0609 13.9459
H 9.0558 21.3907 14.5311
H 7.8168 22.6517 14.7130
H 7.0841 19.2380 15.3402
H 8.7016 19.4471 15.8279
H 6.4114 19.5037 17.7786
H 8.1207 19.1944 19.5084
H 8.5419 20.7020 18.5014
H 9.3485 19.0771 18.3875
H 6.4933 17.3286 17.0564
H 7.5301 17.2007 18.2362
C 16.2858 15.5720 12.1739
O 15.4237 14.4578 11.9371
C 16.0630 13.2635 11.4001
C 15.0545 12.2506 10.9300
C 15.7958 10.9605 10.5827
N 14.2133 12.6775 9.7380
H 15.6553 16.2891 12.6712
H 16.8102 15.9505 11.2997
H 17.0778 15.2683 12.8279
H 16.5967 13.4793 10.4855
H 16.7317 12.7665 12.1004
H 14.3039 12.0584 11.7137
H 15.0813 10.2103 10.3032
H 16.3915 10.6275 11.4411
H 16.5424 11.1271 9.8223
H 14.7975 12.7851 8.8930
H 13.8680 13.6254 9.9827
C 12.5316 19.3623 12.0672
O 12.4013 18.2153 11.1966
C 13.4242 17.2573 11.2419
C 13.0246 15.9392 10.5863
C 12.6556 16.2723 9.1095
N 11.9644 15.2254 11.3135
H 13.0722 19.1422 12.9383
H 11.5112 19.7722 12.2300
H 13.1560 20.0975 11.5271
H 14.3042 17.7180 10.7928
H 13.6311 17.0665 12.3381
H 13.9704 15.3920 10.5590
H 12.3613 15.4083 8.5499
H 13.4894 16.8271 8.6605
H 11.8137 16.9825 9.1053
H 12.3460 14.4232 11.8385
H 11.2780 14.8339 10.6581
C 18.0523 9.0706 15.9686
O 18.0976 10.2270 16.8096
C 16.8295 10.8285 16.7397
C 16.9871 12.2984 17.2789
C 17.7080 13.1222 16.2420
N 17.7238 12.2561 18.5792
H 17.6407 9.3482 14.9994
H 17.4184 8.3113 16.3870
H 19.0602 8.6965 15.9599
H 16.4503 10.8700 15.6941
H 16.1571 10.2703 17.3635
H 15.9975 12.7717 17.4220
H 17.5100 14.1548 16.5201
H 17.3785 13.0082 15.2287
H 18.8044 12.8867 16.2541
H 18.1876 13.1642 18.8559
H 18.3585 11.4664 18.6068
C 12.1839 11.1655 17.7763
C 11.9429 11.6570 16.3295
C 12.9725 12.7568 15.9145
O 12.1734 10.5764 15.4464
H 12.2918 11.9726 18.4780
H 13.0533 10.5290 17.7842
H 11.3312 10.4951 17.9878
H 10.8679 12.0113 16.2444
H 12.7966 13.6941 16.4926
H 12.9158 12.9734 14.8193
H 13.9823 12.5931 16.2781
H 11.8714 10.7766 14.5702
C 14.1099 14.7042 18.7964
C 15.3292 15.5659 18.6444
C 15.0620 16.9233 19.3835
O 16.4870 15.0542 19.2546
H 14.3447 13.7287 18.3230
H 13.2560 15.0780 18.2389
H 13.8685 14.5008 19.8316
H 15.5481 15.6790 17.5322
H 15.2242 16.8243 20.5014
H 14.0691 17.3720 19.2512
H 15.8158 17.6847 19.0575
H 16.2338 14.2133 19.6597
C 8.7460 14.3720 14.6421
C 9.2087 15.8279 14.4559
C 8.0733 16.6857 13.9416
O 9.6722 16.3339 15.6996
H 8.5174 13.9577 13.6628
H 7.8646 14.3376 15.2911
H 9.4148 13.7295 15.2004
H 10.0534 15.7443 13.7531
H 8.4179 17.6823 13.7079
H 7.2026 16.6465 14.5435
H 7.7791 16.2760 12.9603
H 8.9850 16.8496 16.1746
C 10.6929 16.4393 20.1476
C 9.8091 15.4030 19.4016
C 10.6920 14.1674 19.1870
O 8.6263 15.0419 20.1083
H 10.9652 16.1296 21.2079
H 10.1702 17.3819 20.1859
H 11.6256 16.5365 19.6057
H 9.5907 15.8399 18.4199
H 11.3621 14.3922 18.3136
H 10.0759 13.3035 18.9539
H 11.2909 13.9644 20.1001
H 8.9159 14.7443 20.9713
C 13.2393 16.8960 15.1807
C 12.6273 17.8521 16.2398
C 11.7486 18.9836 15.5815
O 11.8158 17.0264 17.1337
H 14.1557 17.3749 14.7118
H 12.5017 16.8146 14.3960
H 13.6588 15.9830 15.5693
H 13.4191 18.3281 16.8801
H 12.4112 19.7295 15.1059
H 11.1215 19.5510 16.2640
H 11.1297 18.6368 14.7556
H 11.1895 16.4642 16.5802

# 2
144
Properties=species:S:1:pos:R:3 method="wB97M-V/def2-TZVPD" relative_energy_kj_mol=552.0 spin_multiplicity=1 total_charge=0
C 1.6713 8.0350 0.5040
C 0.2034 8.0691 0.1009
O -0.4490 7.0608 0.8872
C -1.8507 7.1982 0.9242
C -2.3632 6.0264 1.7332
H 1.6368 8.2870 1.5640
H 2.1190 7.0798 0.2299
H 2.3578 8.7622 0.0705
H -0.2144 9.0266 0.4118
H 0.0080 7.9820 -0.9679
H -2.1385 8.1746 1.3140
H -2.1823 7.0336 -0.1010
H -3.4531 6.0199 1.7413
H -1.9786 5.9767 2.7519
H -1.9925 5.0764 1.3482
C -5.3021 -2.8882 8.0093
C -5.3471 -2.7002 6.5192
O -4.9028 -1.4049 6.1016
C -4.6832 -1.3370 4.6793
C -4.2125 0.0783 4.4417
H -5.6953 -2.0306 8.5551
H -5.7960 -3.8032 8.3364
H -4.2837 -2.9692 8.3894
H -4.7119 -3.4344 6.0235
H -6.3482 -2.8378 6.1107
H -3.9258 -2.0694 4.3999
H -5.6096 -1.5245 4.1365
H -4.8968 0.7113 5.0066
H -4.1084 0.3124 3.3823
H -3.1934 0.1483 4.8219
C 4.5996 -4.7772 -5.3903
C 4.0896 -3.3611 -5.5466
O 3.5259 -3.1926 -6.8205
C 3.0686 -1.9242 -7.0331
C 2.4515 -2.0579 -8.4240
H 5.1148 -5.0511 -6.3110
H 5.2498 -4.9064 -4.5251
H 3.8169 -5.5357 -5.3734
H 3.5067 -3.0911 -4.6659
H 4.9638 -2.7109 -5.5134
H 2.3011 -1.5837 -6.3380
H 3.9102 -1.2356 -7.1072
H 3.2572 -2.3621 -9.0921
H 1.9666 -1.1364 -8.7464
H 1.6745 -2.8218 -8.3978
C -2.5610 -0.1304 -6.1429
C -3.1431 -1.5274 -5.7418
C -2.2376 -2.7295 -6.0476
O -3.4071 -1.5132 -4.3451
H -3.3409 0.6212 -6.0203
H -2.1906 -0.1105 -7.1678
H -1.7235 0.1175 -5.4908
H -4.0934 -1.6523 -6.2609
H -1.3507 -2.7510 -5.4143
H -1.9664 -2.6510 -7.1004
H -2.6864 -3.6795 -5.7572
H -2.5900 -1.2656 -3.9063
C 3.1613 2.2582 4.0461
C 2.0265 3.3800 3.8424
C 2.2392 4.6636 4.6944
O 2.1832 3.8133 2.5565
H 3.2122 1.9797 5.0987
H 4.1721 2.6414 3.9068
H 2.9349 1.3780 3.4442
H 1.0302 3.0274 4.1093
H 3.2889 4.9541 4.6525
H 1.9829 4.4935 5.7401
H 1.5875 5.4467 4.3070
H 1.6827 4.6312 2.5086
C 3.0793 3.6513 -5.9147
C 2.6279 3.6536 -4.4518
C 1.2844 4.3473 -4.1664
O 2.6275 2.3221 -3.9812
H 2.4313 3.0496 -6.5519
H 4.0439 3.1596 -6.0406
H 3.1691 4.6495 -6.3432
H 3.3508 4.2024 -3.8482
H 0.4410 3.8895 -4.6832
H 1.2851 5.3720 -4.5380
H 1.0508 4.4460 -3.1064
H 3.5327 2.0225 -4.0923
C 7.8521 3.6651 1.5683
C 6.7113 4.3330 0.8434
O 5.8534 3.2820 0.5182
H 8.6063 4.3686 1.9211
H 8.4757 3.0795 0.8927
H 7.5293 3.1085 2.4481
H 7.0596 4.9793 0.0378
H 6.1889 4.9855 1.5430
H 4.9836 3.5420 0.8305
C -4.4140 -7.2800 3.2960
C -5.3312 -6.6603 2.2433
O -4.6213 -5.7207 1.4617
H -4.8678 -7.9186 4.0539
H -3.9558 -6.4495 3.8330
H -3.6271 -7.8705 2.8267
H -6.1221 -6.1118 2.7549
H -5.7490 -7.4818 1.6615
H -5.2472 -5.2112 0.9418
C 5.1787 -3.3372 0.7480
C 5.0192 -1.8347 0.3878
O 5.9563 -1.0159 1.0124
H 4.5188 -3.9155 0.1013
H 4.9611 -3.4285 1.8121
H 6.2236 -3.6452 0.7077
H 4.0632 -1.3512 0.5887
H 5.1181 -1.6888 -0.6879
H 5.8043 -0.0800 0.8624
C -0.4778 -1.3897 0.9891
C -0.3357 -0.1905 0.1056
O -0.4537 -0.5135 -1.2527
H -1.4773 -1.7627 0.7657
H -0.4067 -1.1223 2.0434
H 0.2655 -2.1703 0.8271
H 0.6511 0.2547 0.2326
H -1.0780 0.5901 0.2718
H 0.2499 -0.0972 -1.7561
C 0.2853 -2.2013 7.2194
C 0.2438 -3.6104 6.5663
O 1.5184 -4.1704 6.5108
H 0.6509 -2.2483 8.2452
H -0.6734 -1.6832 7.2427
H 0.9648 -1.5757 6.6405
H -0.1136 -3.4616 5.5473
H -0.4949 -4.2705 7.0208
H 1.5266 -4.9522 5.9537
C -0.9278 -6.6300 -2.2031
C -0.4398 -7.4885 -1.0820
O -0.5922 -6.7881 0.1390
H -0.6413 -7.0986 -3.1446
H -0.5244 -5.6196 -2.1359
H -2.0053 -6.4906 -2.1152
H 0.6260 -7.6328 -1.2590
H -0.9436 -8.4550 -1.0945
H -1.4997 -6.4755 0.1534
C -5.6744 3.3804 -1.6191
C -7.0337 3.8978 -1.2096
O -7.2228 5.1315 -1.8453
H -5.6903 3.0738 -2.6650
H -5.4928 2.4267 -1.1235
H -4.8035 4.0158 -1.4581
H -7.1516 3.9963 -0.1305
H -7.8319 3.2182 -1.5081
H -8.1529 5.2987 -2.0142

# 3
152
Properties=species:S:1:pos:R:3 method="wB97M-V/def2-TZVPD" spin_multiplicity=1 smiles=COC[C@H](C)N.COC[C@H](C)N.COC[C@H](C)N.COC[C@H](C)N.COC[C@H](C)N.COC[C@H](C)N.COC[C@H](C)N.CCO.CCO.CCO.CO total_charge=0
C -4.3351 -4.5615 -0.9497
O -4.5774 -3.5708 -1.9084
C -3.3249 -2.9793 -2.3152
C -3.4739 -1.7563 -3.1987
C -4.0204 -2.1418 -4.6003
N -2.1725 -1.1554 -3.4850
H -4.1073 -4.1084 0.0152
H -3.5458 -5.2496 -1.2522
H -5.2206 -5.1915 -0.8652
H -2.7948 -2.6402 -1.4252
H -2.7629 -3.7303 -2.8705
H -4.1364 -1.0086 -2.7627
H -3.3713 -2.8317 -5.1397
H -4.1720 -1.2779 -5.2474
H -4.9017 -2.7768 -4.5096
H -2.2360 -0.2939 -4.0084
H -1.6563 -0.9976 -2.6313
C -0.1155 -2.7640 -0.3429
O -0.2434 -1.4058 -0.5873
C 0.0646 -0.6303 0.5830
C -0.4284 0.7751 0.5474
C 0.1061 1.5140 -0.6706
N 0.0140 1.5093 1.7624
H -0.7343 -3.1577 0.4636
H 0.9141 -3.0860 -0.1869
H -0.4167 -3.3269 -1.2263
H -0.4710 -1.0720 1.4233
H 1.1233 -0.6795 0.8378
H -1.5174 0.7407 0.5158
H -0.2276 2.5415 -0.8151
H -0.2198 0.9472 -1.5428
H 1.1946 1.5590 -0.6357
H -0.1190 2.4958 1.5912
H 1.0139 1.4602 1.8966
C 2.4938 -1.3244 -2.4927
O 3.7934 -1.0183 -2.8533
C 4.1652 -1.5905 -4.1275
C 5.3908 -0.8268 -4.8083
C 5.2178 0.6427 -4.9133
N 5.6512 -1.3904 -6.1427
H 2.2200 -2.3795 -2.4975
H 1.7620 -0.8340 -3.1346
H 2.4105 -0.9935 -1.4575
H 4.3942 -2.6478 -3.9944
H 3.2567 -1.5014 -4.7233
H 6.3191 -0.9476 -4.2500
H 4.2733 0.9429 -5.3669
H 6.0948 1.1442 -5.3225
H 5.1235 1.0045 -3.8894
H 6.5041 -0.8868 -6.3406
H 5.0069 -1.0287 -6.8313
C -3.4198 -2.5598 2.7714
O -3.8230 -3.9059 2.8165
C -2.8443 -4.8750 2.5156
C -3.5450 -6.2247 2.1725
C -4.3222 -6.8793 3.3194
N -2.4926 -7.1784 1.7152
H -3.9267 -2.0167 3.5690
H -3.6977 -2.1249 1.8114
H -2.3521 -2.3630 2.8690
H -2.2527 -4.5887 1.6460
H -2.1445 -4.9593 3.3471
H -4.2846 -6.0449 1.3922
H -5.1842 -6.3243 3.6895
H -3.7511 -7.1366 4.2115
H -4.8678 -7.7202 2.8911
H -1.8618 -7.4839 2.4425
H -2.9366 -8.0524 1.4722
C 4.7431 5.1358 -5.4059
O 3.8139 5.3691 -4.3882
C 4.2872 5.0725 -3.1047
C 4.5581 3.6458 -2.8169
C 3.2343 2.8564 -2.7962
N 5.2966 3.4681 -1.5886
H 4.9706 4.0701 -5.4304
H 5.5988 5.7682 -5.1695
H 4.4256 5.3920 -6.4167
H 5.2164 5.6129 -2.9240
H 3.5706 5.4299 -2.3651
H 5.2022 3.2605 -3.6074
H 2.4615 3.2873 -2.1597
H 3.3315 1.8765 -2.3287
H 2.8071 2.6783 -3.7830
H 6.2960 3.5594 -1.7024
H 5.1901 2.4705 -1.4720
C 3.6104 -2.3250 1.8286
O 3.7512 -0.8860 1.8199
C 3.0239 -0.2077 2.8192
C 3.4552 1.3093 2.7400
C 2.9072 2.1551 3.8758
N 3.0124 1.9556 1.4769
H 4.2362 -2.7170 1.0268
H 2.5871 -2.6434 1.6299
H 3.8690 -2.8338 2.7572
H 1.9447 -0.3593 2.7983
H 3.2334 -0.6071 3.8116
H 4.5305 1.4735 2.6699
H 2.7759 3.2114 3.6411
H 3.6825 2.0895 4.6391
H 2.0077 1.7346 4.3253
H 3.5173 1.5360 0.7093
H 3.3455 2.9084 1.5127
C -1.2867 5.6345 -0.6153
O -1.0535 6.0979 0.6930
C -2.2877 6.2635 1.3920
C -2.0028 6.2886 2.9462
C -1.2738 5.0163 3.4186
N -3.1220 6.4349 3.8104
H -0.3322 5.6799 -1.1396
H -1.9867 6.2450 -1.1857
H -1.6615 4.6110 -0.6035
H -2.9860 7.0581 1.1291
H -2.8783 5.3575 1.2558
H -1.3739 7.1506 3.1688
H -1.8380 4.0918 3.2952
H -1.0362 5.1684 4.4715
H -0.3584 4.8824 2.8423
H -3.5915 7.2807 3.5199
H -3.6898 5.6775 3.4583
C -3.7370 2.7243 -1.3664
C -4.7495 3.8984 -1.0329
O -5.5844 3.5009 0.0027
H -3.0514 3.1311 -2.1097
H -4.2808 1.8464 -1.7152
H -3.1044 2.4627 -0.5182
H -5.2674 3.9898 -1.9876
H -4.2889 4.8670 -0.8388
H -6.3699 4.0520 -0.0267
C 0.7389 -3.5691 4.0487
C 0.1289 -2.2348 4.4840
O 1.1198 -1.4928 5.2121
H 1.0583 -4.1686 4.9011
H 1.6573 -3.5166 3.4639
H 0.0111 -4.1150 3.4484
H -0.8261 -2.3990 4.9830
H -0.0360 -1.6437 3.5832
H 0.7228 -0.6190 5.2322
C -2.2177 0.3846 6.0197
C -1.7301 1.1279 4.7605
O -0.4354 0.7526 4.5291
H -3.2795 0.5220 6.2242
H -1.7472 0.8534 6.8839
H -2.0178 -0.6864 6.0509
H -1.7126 2.1903 5.0035
H -2.3657 0.9806 3.8874
H -0.3774 0.8678 3.5778
C -0.1331 -5.5465 -3.5717
O -0.3557 -5.8675 -4.9771
H 0.3726 -4.5941 -3.4124
H -1.0698 -5.4320 -3.0263
H 0.4978 -6.3127 -3.1211
H -0.8027 -6.7149 -5.0371

For each record above, in turn, the calculated E_LUMO values are 0.559; 0.214; 0.545 eV.
For each record above, in turn, the calculated gap between HOMO and LUMO values are 0.3455; 0.3642; 0.3542 Ha.
For each record above, in turn, the calculated HOMO level values are -8.8; -9.7; -9.1 eV.